[1]
This record from the OMol25 dataset describes a 3-piece molecular cluster, C17H28Cl2N2O8P overall in a non-equilibrium geometry. The level of theory is ωB97M-V/def2-TZVPD.

```
! RIJCOSX wB97M-V def2-TZVPD def2/J DEFGRID3
* xyz 1 1
N -6.7967 1.7733 -2.5777
P -7.1662 0.1688 -2.5119
C -5.4482 -0.7341 -2.4935
C -4.9097 -1.5113 -1.1248
C -3.3955 -2.2169 -1.1885
C -2.6815 -2.9833 0.0747
O -1.9120 -2.2325 0.9084
O -2.7610 -4.4184 0.3895
C -2.5759 -2.1072 -2.6047
C -1.0551 -2.7180 -2.8803
C -0.0946 -1.3788 -3.1582
C 1.2906 -1.3796 -2.2793
Cl 1.3395 0.2363 -1.3240
C -3.2712 -1.2991 -3.8600
N -4.6454 -0.6469 -3.7814
Cl -5.1827 0.2086 -5.2141
H -7.1744 2.2444 -1.7132
H -7.9127 -0.0600 -1.2991
H -7.9944 -0.1969 -3.6319
H -5.5347 -1.5886 -0.1227
H -2.7977 -4.4706 1.4085
H -1.0704 -3.4204 -3.8394
H -0.6454 -3.3620 -1.9808
H -0.7097 -0.4110 -2.8272
H 0.0575 -1.3013 -4.3161
H 2.1834 -1.3636 -3.0711
H 1.3786 -2.2677 -1.5105
H -2.6709 -1.1992 -4.8812
C -1.1188 0.1505 2.5995
C -2.2946 0.3510 3.5400
O -1.9503 -0.0307 4.8787
C -1.2046 0.8656 5.5706
O -0.8159 1.9482 5.1593
O -0.9360 0.3372 6.7913
C -0.0695 1.1405 7.5885
H -0.7407 -0.8749 2.6692
H -1.4127 0.3521 1.5654
H -0.2872 0.8131 2.8563
H -3.1217 -0.2952 3.2303
H -2.6648 1.3816 3.5129
H -0.4426 2.1663 7.6743
H 0.9397 1.1303 7.1652
H -0.0291 0.7049 8.5908
C 4.2081 1.8453 -0.6185
C 5.2179 0.8639 -0.0488
O 6.3854 0.7914 -0.8784
C 7.2624 1.8170 -0.7476
O 7.1455 2.7723 0.0049
O 8.2797 1.6158 -1.6228
C 9.2271 2.6800 -1.6590
H 3.9788 1.6000 -1.6608
H 3.2821 1.8277 -0.0366
H 4.5993 2.8667 -0.6118
H 4.7801 -0.1388 -0.0315
H 5.4892 1.1138 0.9827
H 9.6058 2.9117 -0.6581
H 8.7736 3.5653 -2.1153
H 10.0699 2.3635 -2.2799
*
```

Summary:
Largest force on an atom   9.2 eV Å⁻¹
Energy   -71757.4229 eV

Here are the Löwdin charges for atoms 1 to 5, given in e: N -0.34; P 0.72; C -0.23; C 0.08; C 0.06

=====

[2]
This record from the OMol25 dataset describes a 12-piece molecular cluster, C48H117N9O18 overall in a non-equilibrium geometry. The level of theory is ωB97M-V/def2-TZVPD.

```
! RIJCOSX wB97M-V def2-TZVPD def2/J DEFGRID3
* xyz 0 1
C 22.5675 14.4027 17.7516
C 21.0728 14.7143 17.9512
C 20.7107 14.9129 19.4591
O 20.7657 13.6227 20.1125
C 20.9040 13.6526 21.5154
N 20.8480 15.8770 17.1270
H 23.1237 15.1815 18.2240
H 22.7393 14.3537 16.7202
H 22.8370 13.4268 18.2016
H 20.5596 13.8825 17.4976
H 19.7102 15.3318 19.5775
H 21.4044 15.5875 19.9568
H 21.8579 14.0232 21.8850
H 20.8270 12.6178 21.8459
H 20.0461 14.2424 21.8866
H 21.1757 16.7352 17.5909
H 19.8719 16.1263 17.0382
C 11.4084 17.7158 14.0870
C 11.9640 16.3386 13.9005
C 11.6229 15.4225 15.1130
O 10.3140 15.1116 15.1758
C 10.0945 14.1036 16.1750
N 11.4183 15.8274 12.6599
H 10.3767 17.7040 14.2691
H 11.6577 18.3725 13.2481
H 11.8611 18.2987 14.9289
H 13.0640 16.3738 13.7627
H 11.9790 15.8907 16.0523
H 12.2273 14.4674 15.0058
H 9.0134 14.1886 16.3284
H 10.5568 14.3184 17.1511
H 10.4069 13.1304 15.7664
H 11.8291 14.9577 12.3381
H 10.4160 15.7981 12.7696
C 15.0244 18.5592 9.8580
C 13.9682 18.5098 10.9443
C 13.8774 19.7959 11.8243
O 15.1578 19.9447 12.4184
C 15.4055 21.1397 13.0748
N 12.6819 18.0961 10.3578
H 14.6764 19.1513 8.9976
H 15.2416 17.5321 9.6040
H 15.8567 19.0833 10.3488
H 14.2229 17.7265 11.6885
H 13.0253 19.7244 12.5349
H 13.6396 20.6180 11.1102
H 14.8212 21.1960 14.0413
H 15.1742 21.9970 12.4171
H 16.5366 21.0792 13.2237
H 12.8746 17.2947 9.7795
H 11.9726 17.6763 10.9826
C 20.4951 16.0535 13.3561
C 19.3685 15.2951 14.0569
C 18.0078 15.3445 13.2869
O 16.9914 14.9556 14.1894
C 15.7155 15.1969 13.6431
N 19.8508 13.9425 14.1982
H 20.1388 16.8631 12.6773
H 21.0244 15.3586 12.7384
H 21.0654 16.7000 14.0749
H 19.1158 15.7310 15.0541
H 18.1201 14.5511 12.5227
H 17.7043 16.3247 12.9326
H 15.2754 16.1945 13.8398
H 15.0553 14.4840 14.0989
H 15.7182 15.1219 12.5334
H 20.8474 14.0522 14.3847
H 19.4908 13.5176 15.0748
C 14.8083 14.4753 17.7572
C 15.9315 15.4588 18.0391
C 16.4920 15.5047 19.4294
O 15.5049 15.9783 20.4143
C 15.8823 15.6645 21.7420
N 17.1749 15.2463 17.1380
H 14.0274 14.5284 18.5288
H 15.2325 13.4592 17.7610
H 14.3701 14.6523 16.8226
H 15.5788 16.4735 17.8953
H 17.3546 16.1789 19.4283
H 16.8068 14.5339 19.8002
H 16.8530 16.0090 22.0162
H 15.9188 14.5775 21.8887
H 15.0968 16.0347 22.4036
H 17.7198 16.1100 17.1769
H 16.9618 15.0144 16.1756
C 17.1661 18.4549 15.4323
C 18.4995 18.6340 16.1797
C 18.8815 20.0746 16.0781
O 20.0917 20.3169 16.7298
C 20.5081 21.6140 16.7406
N 18.4127 18.2003 17.5912
H 17.1841 18.8429 14.4476
H 16.3950 19.0813 15.8836
H 16.9765 17.3658 15.4177
H 19.1811 17.9742 15.6477
H 18.1334 20.7674 16.5319
H 19.0043 20.2626 15.0215
H 20.5620 22.0677 15.7728
H 21.4315 21.6529 17.3118
H 19.8029 22.2489 17.3021
H 17.6319 18.7587 18.0078
H 19.2096 18.5337 18.0903
C 13.3903 11.6859 13.7446
C 13.8451 11.0997 12.4632
C 14.0572 12.2303 11.4366
O 12.8489 12.8433 11.1280
C 12.9446 13.8449 10.1229
N 15.0080 10.2672 12.6161
H 14.1839 12.3142 14.2525
H 12.9684 10.9916 14.4734
H 12.5830 12.3778 13.5913
H 12.9468 10.4685 12.1627
H 14.6531 11.9441 10.5697
H 14.7477 12.9915 11.9391
H 13.3593 14.7688 10.5030
H 11.9670 13.9888 9.7053
H 13.6029 13.5196 9.2902
H 15.0717 9.5414 11.8589
H 15.0925 9.9646 13.5415
C 22.4501 11.0419 14.5213
C 22.4732 11.7016 13.1286
C 23.3624 12.8755 13.0593
O 24.6667 12.5006 13.3162
C 25.5688 12.6617 12.2524
N 22.8463 10.6750 12.1004
H 21.9312 11.6760 15.2256
H 23.5093 10.8396 14.8797
H 21.7935 10.1563 14.5033
H 21.4397 12.0985 12.8968
H 23.0543 13.5799 13.8552
H 23.3236 13.4319 12.1150
H 25.2383 13.4860 11.6198
H 25.6654 11.7652 11.6410
H 26.4621 12.9348 12.8093
H 22.7102 11.1331 11.2188
H 23.8495 10.6414 12.0759
C 16.8109 11.8518 15.8897
C 17.7489 11.5034 17.0440
C 18.5822 10.2425 16.8742
O 17.7111 9.1492 17.0161
C 18.2546 8.0029 17.4794
N 18.6805 12.6054 17.3512
H 17.3655 12.2072 15.0057
H 15.9993 12.5668 16.2933
H 16.2627 10.9634 15.6582
H 17.1870 11.3794 17.9843
H 19.3228 10.2950 17.7074
H 19.0929 10.2922 15.8938
H 19.2385 7.7876 16.9884
H 17.5469 7.3167 17.0849
H 18.4430 7.9677 18.5355
H 18.2080 13.5209 17.2906
H 18.9969 12.5634 18.2887
C 19.4863 9.7879 11.1325
C 18.1707 10.3895 11.6112
C 18.2791 11.7639 12.2339
O 17.8324 12.6547 11.1599
C 17.2018 11.9648 10.2402
O 16.6528 12.4034 9.3047
O 17.2622 10.6194 10.4952
H 19.3285 9.0121 10.3238
H 19.9431 9.3364 12.0543
H 20.0177 10.6005 10.6705
H 17.6135 9.6774 12.2477
H 19.3172 12.0614 12.4380
H 17.5487 11.9300 13.0555
C 26.1060 16.1586 9.5502
C 25.4976 17.0315 10.6183
C 24.0938 17.6786 10.2083
O 23.5322 17.8556 11.5237
C 24.1176 16.9822 12.4143
O 23.7688 16.8332 13.5550
O 25.2099 16.4248 11.9048
H 25.4776 15.3206 9.2412
H 27.1068 15.8964 9.7904
H 26.1419 16.7475 8.5675
H 26.1311 17.8865 10.9534
H 23.4642 17.0370 9.5486
H 24.2748 18.6555 9.7763
C 18.2512 16.3720 9.7947
C 18.8292 15.0043 9.5178
C 19.5723 14.7865 8.2084
O 20.8969 15.2600 8.6023
C 21.0706 14.8906 9.9193
O 22.1525 14.8252 10.4014
O 19.8568 14.6282 10.4279
H 17.5180 16.7043 9.1325
H 19.0485 17.0951 9.7775
H 17.8314 16.4185 10.7820
H 18.0124 14.2241 9.6538
H 19.1899 15.3138 7.2774
H 19.6849 13.7023 7.9157
*
```

Summary:
Energy relative to the best compared isomer or geometry (same formula, charge and spin)   0.0 kJ/mol
Largest force on an atom   3.5 eV Å⁻¹
Energy   -101933.4586 eV
SMILES   C[C@H]1COC(=O)O1.C[C@H]1COC(=O)O1.C[C@H]1COC(=O)O1.COC[C@H](C)N.COC[C@H](C)N.COC[C@H](C)N.COC[C@H](C)N.COC[C@H](C)N.COC[C@H](C)N.COC[C@H](C)N.COC[C@H](C)N.COC[C@H](C)N

Here are the Löwdin charges for atoms 1 to 5, given in e: C -0.05; C -0.42; C -0.16; O -0.21; C -0.12

=====

Copy entry 1 word for word.
This record from the OMol25 dataset describes a 3-piece molecular cluster, C17H28Cl2N2O8P overall in a non-equilibrium geometry. The level of theory is ωB97M-V/def2-TZVPD.

```
! RIJCOSX wB97M-V def2-TZVPD def2/J DEFGRID3
* xyz 1 1
N -6.7967 1.7733 -2.5777
P -7.1662 0.1688 -2.5119
C -5.4482 -0.7341 -2.4935
C -4.9097 -1.5113 -1.1248
C -3.3955 -2.2169 -1.1885
C -2.6815 -2.9833 0.0747
O -1.9120 -2.2325 0.9084
O -2.7610 -4.4184 0.3895
C -2.5759 -2.1072 -2.6047
C -1.0551 -2.7180 -2.8803
C -0.0946 -1.3788 -3.1582
C 1.2906 -1.3796 -2.2793
Cl 1.3395 0.2363 -1.3240
C -3.2712 -1.2991 -3.8600
N -4.6454 -0.6469 -3.7814
Cl -5.1827 0.2086 -5.2141
H -7.1744 2.2444 -1.7132
H -7.9127 -0.0600 -1.2991
H -7.9944 -0.1969 -3.6319
H -5.5347 -1.5886 -0.1227
H -2.7977 -4.4706 1.4085
H -1.0704 -3.4204 -3.8394
H -0.6454 -3.3620 -1.9808
H -0.7097 -0.4110 -2.8272
H 0.0575 -1.3013 -4.3161
H 2.1834 -1.3636 -3.0711
H 1.3786 -2.2677 -1.5105
H -2.6709 -1.1992 -4.8812
C -1.1188 0.1505 2.5995
C -2.2946 0.3510 3.5400
O -1.9503 -0.0307 4.8787
C -1.2046 0.8656 5.5706
O -0.8159 1.9482 5.1593
O -0.9360 0.3372 6.7913
C -0.0695 1.1405 7.5885
H -0.7407 -0.8749 2.6692
H -1.4127 0.3521 1.5654
H -0.2872 0.8131 2.8563
H -3.1217 -0.2952 3.2303
H -2.6648 1.3816 3.5129
H -0.4426 2.1663 7.6743
H 0.9397 1.1303 7.1652
H -0.0291 0.7049 8.5908
C 4.2081 1.8453 -0.6185
C 5.2179 0.8639 -0.0488
O 6.3854 0.7914 -0.8784
C 7.2624 1.8170 -0.7476
O 7.1455 2.7723 0.0049
O 8.2797 1.6158 -1.6228
C 9.2271 2.6800 -1.6590
H 3.9788 1.6000 -1.6608
H 3.2821 1.8277 -0.0366
H 4.5993 2.8667 -0.6118
H 4.7801 -0.1388 -0.0315
H 5.4892 1.1138 0.9827
H 9.6058 2.9117 -0.6581
H 8.7736 3.5653 -2.1153
H 10.0699 2.3635 -2.2799
*
```

Summary:
Largest force on an atom   9.2 eV Å⁻¹
Energy   -71757.4229 eV

Here are the Löwdin charges for atoms 1 to 5, given in e: N -0.34; P 0.72; C -0.23; C 0.08; C 0.06

=====

The highest largest force on an atom belongs to which entry? C17H28Cl2N2O8P

=====

Look up the largest force on an atom of the first one. 9.2 eV Å⁻¹